Density functional theory data (ωB97M-V with the def2-TZVPD basis set) for C35H30BiBrF5N8O3S as an isolated structure.

The geometry in XYZ format:
```
84
Properties=species:S:1:pos:R:3:lowdin_charge:R:1
Bi -0.36050 0.05849 -0.42704 1.81
C 1.48910 -2.75831 -1.34894 -0.18
C 0.13840 -3.38181 -0.96564 -0.12
C -0.99310 -2.97621 -1.86414 -0.34
C -1.96640 -3.89571 -2.24414 -0.04
C -3.01870 -3.47611 -3.04024 -0.04
C -3.03120 -2.16381 -3.49514 -0.03
C -2.01660 -1.32181 -3.08054 -0.14
N -1.05070 -1.70761 -2.25804 -0.01
N 1.98860 -1.76891 -0.39854 -0.23
C 3.16630 -1.12501 -0.94814 -0.15
C 2.89490 -0.13361 -2.04604 -0.29
C 3.96480 0.26169 -2.84704 -0.01
C 3.75460 1.19799 -3.84254 -0.04
C 2.46940 1.68759 -4.02554 -0.03
C 1.46400 1.23149 -3.19004 -0.12
N 1.67430 0.36049 -2.21134 0.04
C 2.30180 -2.32871 0.90786 -0.13
C 2.17320 -1.32921 2.02966 -0.26
C 2.26300 -1.77191 3.34886 -0.01
C 2.03030 -0.87991 4.37856 -0.03
C 1.70730 0.43429 4.06626 -0.03
C 1.68410 0.79389 2.73556 -0.14
N 1.92130 -0.05691 1.73916 0.04
H 1.38330 -2.24751 -2.30854 0.12
H 2.22790 -3.56571 -1.47474 0.13
H -0.13040 -3.09091 0.05046 0.08
H 0.21320 -4.46931 -0.98094 0.13
H -1.91050 -4.91521 -1.89414 0.12
H -3.81080 -4.16141 -3.30664 0.12
H -3.81260 -1.79831 -4.14314 0.11
H -1.97060 -0.29161 -3.40144 0.11
H 3.88120 -1.87601 -1.33614 0.14
H 3.68350 -0.60311 -0.13894 0.12
H 4.94340 -0.16251 -2.67814 0.12
H 4.57410 1.53339 -4.45844 0.11
H 2.24890 2.40709 -4.79774 0.11
H 0.44690 1.58049 -3.29184 0.10
H 3.31370 -2.77071 0.92396 0.15
H 1.61030 -3.14321 1.13196 0.13
H 2.47830 -2.80781 3.55626 0.13
H 2.08240 -1.20261 5.40666 0.12
H 1.48510 1.15949 4.83116 0.12
H 1.45230 1.80669 2.43976 0.10
Br -3.19730 -2.35441 0.61506 0.93
C -3.82910 -0.73161 -0.10304 -0.71
C -5.17620 -0.42031 -0.02364 -0.07
C -5.59180 0.77829 -0.58544 -0.01
C -4.65960 1.59109 -1.21214 0.04
C -3.33940 1.16649 -1.25244 -0.21
N -2.93490 0.03179 -0.69564 -0.07
C -2.28630 1.92479 -2.01814 -0.62
O -2.56820 2.87739 -2.70114 0.12
O -1.09990 1.39179 -1.98384 -0.29
H -5.86840 -1.09991 0.45116 0.11
H -6.63090 1.06559 -0.53624 0.12
H -4.91670 2.53469 -1.66254 0.13
F -2.02800 -2.46551 6.46526 0.13
C -1.89770 -1.69061 5.38746 -0.13
C -1.25290 -2.16051 4.25076 -0.15
F -0.73970 -3.39631 4.22236 0.11
C -1.14200 -1.34951 3.13016 -0.29
F -0.52100 -1.87121 2.04326 -0.04
C -1.64340 -0.04951 3.08146 -0.51
S -1.56090 1.05479 1.73356 0.71
C -2.27110 0.40709 4.25586 -0.24
F -2.76490 1.64739 4.28666 0.09
C -2.40600 -0.39031 5.38136 -0.14
F -3.02470 0.07369 6.46746 0.13
C 2.93180 4.80289 -0.56504 -0.01
N 1.75290 3.99609 -0.39994 -0.08
C 0.40430 4.50439 -0.45924 0.00
C -0.41940 3.25629 -0.15904 -0.49
O -1.60610 3.18809 -0.00974 0.03
N 0.47070 2.20989 -0.05444 -0.04
C 1.71550 2.68699 -0.14914 -0.41
N 2.76780 1.90439 0.04536 0.22
H 2.64970 5.85049 -0.49344 0.10
H 3.39120 4.63089 -1.54124 0.10
H 3.65890 4.58299 0.21896 0.09
H 0.14140 4.89939 -1.44484 0.15
H 0.22100 5.27739 0.29116 0.15
H 2.54420 1.00959 0.52016 0.05
H 3.68950 2.30339 0.10036 0.13
```

Maximum force: 0.97 eV/A
LUMO level: -2.2 eV
Charge: +1
DFT total energy: -155147.1226 eV

Density functional theory data (ωB97M-V with the def2-TZVPD basis set) for C35H30Br2HgN7O3S4 as an isolated structure.

The geometry in XYZ format:
```
82
Properties=species:S:1:pos:R:3:lowdin_spin:R:1
Hg -1.65914 -1.22361 -0.23324 0.01
O -0.97141 3.15303 -2.48876 0.01
C -0.47327 3.82148 -1.43825 0.01
C 0.12256 5.06640 -1.65818 0.00
C 0.65152 5.78735 -0.60172 0.01
C 0.58784 5.28335 0.69342 0.00
C 0.00423 4.04485 0.91020 0.01
C -0.52279 3.29067 -0.13478 0.00
C -1.06184 1.91025 0.07636 0.06
O -1.33454 1.22011 -0.96943 0.04
N -1.13338 1.50869 1.32032 -0.01
N -1.48301 0.19213 1.45441 0.26
C -1.58677 -0.22968 2.71050 0.11
C -1.90723 -1.55637 3.04470 0.11
C -1.98090 -1.99821 4.39766 0.04
C -2.23854 -3.31111 4.67023 0.05
C -2.42897 -4.22186 3.60553 0.12
C -2.36610 -3.71634 2.31768 0.01
N -2.13304 -2.44374 2.02462 0.13
H -1.21178 2.24028 -2.11002 0.00
H 0.15949 5.43973 -2.67456 0.00
H 1.12110 6.74629 -0.79043 0.00
H 1.00628 5.84251 1.52140 0.00
H -0.04847 3.61665 1.90281 0.00
H -1.43168 0.50135 3.50009 0.01
H -1.81796 -1.28050 5.19438 0.00
H -2.28743 -3.65304 5.69861 0.00
H -2.62184 -5.27127 3.77847 0.01
H -2.50059 -4.36919 1.45892 0.00
Br 4.34824 4.27907 0.96355 0.00
C 3.21653 2.77271 0.73131 0.00
C 2.65317 2.16262 1.83601 0.00
C 1.84781 1.05809 1.59744 0.00
N 1.60948 0.55970 0.39104 0.00
C 2.12165 1.19234 -0.66077 0.00
C 2.95383 2.30649 -0.53753 0.00
C 1.70916 0.68487 -1.99870 0.00
C 1.64736 1.54991 -3.08435 0.00
C 1.19977 1.03050 -4.28337 0.00
Br 1.07196 2.17080 -5.79742 0.00
C 0.83237 -0.29339 -4.38073 0.00
C 0.94264 -1.06804 -3.22825 0.00
N 1.36686 -0.59701 -2.06531 0.00
H 2.81444 2.53388 2.83775 0.00
H 1.35513 0.56180 2.42374 0.00
H 3.38052 2.78683 -1.40519 0.00
H 1.87150 2.60186 -2.98741 0.00
H 0.45410 -0.72067 -5.29762 0.00
H 0.65648 -2.11347 -3.24817 0.00
S -1.67359 -4.17462 -3.87124 0.00
C -1.68019 -3.19044 -2.52169 0.00
S -2.82764 -1.89625 -2.33472 0.00
S -0.54938 -3.39074 -1.21229 0.01
C 1.69696 -1.79330 4.07227 0.00
C 1.31916 -3.03918 3.28208 0.00
C 1.12341 -2.78234 1.79118 0.00
N 2.35101 -2.41615 1.08624 0.00
C 2.94259 -3.03504 0.07322 0.00
S 4.15905 -2.34118 -0.82264 0.00
N 2.50245 -4.34952 -0.22572 0.00
C 2.53661 -5.48628 0.52672 0.00
O 2.02053 -6.51775 0.13410 0.00
C 3.27058 -5.47635 1.83921 0.00
C 2.76432 -6.30364 2.83725 0.00
C 3.37389 -6.35431 4.07928 0.00
C 4.51236 -5.59629 4.32403 0.00
C 5.04147 -4.80068 3.31840 0.00
C 4.42381 -4.73679 2.07676 0.00
H 1.85829 -2.03530 5.12488 0.00
H 0.89573 -1.05329 4.01933 0.00
H 2.61825 -1.34017 3.69426 0.00
H 0.37289 -3.43380 3.66149 0.00
H 2.07383 -3.81218 3.43183 0.00
H 0.42850 -1.95207 1.65100 0.00
H 0.68321 -3.64628 1.29708 0.00
H 2.62992 -1.44597 1.15787 0.00
H 2.04275 -4.44927 -1.12612 0.00
H 1.87863 -6.88565 2.62047 0.00
H 2.95783 -6.97885 4.85991 0.00
H 4.98800 -5.62909 5.29679 0.00
H 5.93649 -4.21865 3.49924 0.00
H 4.84509 -4.11467 1.29767 0.00
```

Maximum force: 0.21 eV/A
LUMO level (alpha / beta): 3.6 / 3.6 eV
Multiplicity: 2
Charge: -2
DFT total energy: -240959.8672 eV

Density functional theory data (ωB97M-V with the def2-TZVPD basis set) for C35H30Cl2INO4PSSr as an isolated structure.

The geometry in XYZ format:
```
76
Properties=species:S:1:pos:R:3:lowdin_charge:R:1
Sr 0.81182 -0.66418 0.82856 1.57
C -3.41472 3.13648 1.03014 -0.07
C -2.83899 4.30992 0.27708 -0.27
C -3.65023 5.40471 -0.00874 -0.06
C -3.15811 6.52792 -0.66360 -0.10
C -1.82467 6.56331 -1.03872 -0.10
C -1.00225 5.47427 -0.76269 -0.10
C -1.48603 4.34018 -0.11571 -0.31
P -0.44567 2.86683 0.31753 1.13
C 1.15321 3.28352 -0.53551 -0.32
C 1.01734 3.34061 -1.92967 -0.14
C 2.07643 3.63850 -2.77189 -0.10
C 3.32938 3.87255 -2.21932 -0.10
C 3.49112 3.76363 -0.84879 -0.07
C 2.43444 3.45021 0.01243 -0.24
C 2.77916 3.25602 1.47362 -0.03
C -0.20533 3.17224 2.09740 -0.37
C 0.05067 4.45873 2.57768 -0.14
C 0.39213 4.69971 3.89508 -0.13
C 0.48543 3.59191 4.75497 -0.12
C 0.18481 2.32238 4.32153 -0.07
C -0.23498 2.04282 2.98373 -0.37
C -0.62536 0.72489 2.58093 -0.25
H -4.49471 3.24015 1.14183 0.07
H -2.97088 3.05136 2.02658 0.08
H -3.20988 2.19192 0.52431 0.01
H -4.69254 5.37114 0.29378 0.10
H -3.81169 7.36786 -0.87142 0.09
H -1.41643 7.43366 -1.53992 0.09
H 0.03817 5.51472 -1.06087 0.10
H 0.03955 3.15412 -2.36439 0.10
H 1.92553 3.68157 -3.84417 0.10
H 4.17789 4.11204 -2.85044 0.10
H 4.47644 3.90350 -0.41422 0.10
H 3.86498 3.21697 1.57931 0.08
H 2.36738 2.32768 1.87286 0.08
H 2.39742 4.05348 2.11195 0.07
H 0.01154 5.29432 1.88343 0.10
H 0.59419 5.70400 4.24529 0.08
H 0.77837 3.73960 5.79079 0.09
H 0.23054 1.49180 5.01896 0.10
H -1.46700 0.71568 1.87758 -0.02
H -0.82393 0.05681 3.42555 0.03
S -3.37202 -0.54477 -0.18228 0.62
C -3.26023 -2.15933 0.24007 -0.80
N -2.71936 -3.08712 -0.60704 0.05
C -2.59749 -4.42076 -0.35722 -0.12
C -3.04799 -4.94344 0.80394 -0.08
C -3.61204 -4.04453 1.75023 -0.06
C -3.70628 -2.71717 1.48813 -0.09
H -2.27989 -2.69341 -1.42943 0.13
H -2.11201 -5.00067 -1.12731 0.09
H -2.94878 -6.00081 0.99814 0.10
H -3.95261 -4.42453 2.70710 0.11
H -4.09635 -2.01763 2.21288 0.11
I 9.63396 1.08100 0.32531 0.83
C 7.60214 0.64219 0.42273 -0.75
C 6.75972 1.10591 -0.57906 -0.15
C 5.40093 0.82106 -0.49770 -0.01
C 4.89869 0.08906 0.56870 -0.13
C 5.75566 -0.37338 1.55767 -0.01
C 7.11818 -0.10118 1.49199 -0.15
C 3.42187 -0.16594 0.65934 -0.64
O 2.98307 -0.80986 1.66822 -0.19
O 2.68649 0.28866 -0.26904 -0.17
H 7.15376 1.67954 -1.40737 0.09
H 4.71058 1.16736 -1.25576 0.11
H 5.33809 -0.94056 2.37961 0.12
H 7.78972 -0.45662 2.26148 0.09
Cl 0.51987 -5.57723 -0.88399 0.59
C 0.65706 -4.53374 0.56250 -0.96
Cl 2.37955 -4.36350 1.03881 0.61
C 0.08116 -3.11195 0.37144 -0.88
O -0.34241 -2.58710 1.43798 -0.18
O 0.17066 -2.54950 -0.74247 -0.12
H 0.15297 -5.02684 1.38014 0.06
```

Maximum force: 2.16 eV/A
LUMO level: 2.0 eV
Charge: -1
DFT total energy: -100573.3527 eV

Density functional theory data (ωB97M-V with the def2-TZVPD basis set) for C35H30F3N4OPSTi as an isolated structure.

The geometry in XYZ format:
```
76
Properties=species:S:1:pos:R:3:lowdin_spin:R:1
Ti 1.53262 0.32429 0.37700 1.01
O 4.39098 2.63354 2.50893 0.01
C 3.27435 2.20670 2.15523 0.01
N 3.06274 1.33038 1.16134 0.01
C 4.27885 0.98561 0.44074 0.02
C 3.95395 0.82143 -1.01830 0.10
C 4.90392 0.89860 -1.99989 0.06
C 4.54150 0.75747 -3.36187 0.26
C 3.17935 0.54619 -3.63091 0.04
C 2.27757 0.47513 -2.60177 0.15
N 2.62232 0.60951 -1.27403 0.19
C 2.09991 2.68689 2.95518 0.00
C 2.30476 3.15672 4.25100 0.00
C 1.23406 3.63877 4.97452 0.00
C -0.02076 3.64914 4.37473 0.00
C -0.12321 3.16559 3.08251 0.00
N 0.90230 2.69834 2.38398 0.00
H 5.02283 1.77220 0.58641 0.00
H 4.71566 0.05953 0.83435 0.00
H 5.93917 1.07183 -1.72452 0.00
H 5.27588 0.83546 -4.15385 0.02
H 2.82750 0.43918 -4.65152 0.00
H 1.22557 0.32694 -2.80191 0.01
H 3.30896 3.11648 4.64914 0.00
H 1.36132 3.99495 5.98969 0.00
H -0.89353 4.01582 4.89917 0.00
H -1.08540 3.15852 2.57446 0.00
C 0.32649 -2.65953 -2.67429 0.00
C -1.00104 -3.18229 -2.20006 0.00
C -1.55909 -4.29928 -2.80833 0.00
C -2.77118 -4.83074 -2.39036 0.00
C -3.43909 -4.22829 -1.33670 0.00
C -2.90162 -3.10670 -0.72359 0.00
C -1.68626 -2.55937 -1.13559 0.00
P -0.96475 -1.00669 -0.42123 0.01
C -2.02991 -0.91367 1.08460 0.00
C -1.70750 -1.92211 2.00188 0.00
C -2.35026 -2.03314 3.21830 0.00
C -3.32614 -1.10653 3.55711 0.00
C -3.64552 -0.10042 2.66384 0.00
C -3.01572 0.01642 1.42339 0.00
C -3.45651 1.11543 0.48916 0.00
C -1.55983 0.18968 -1.65674 0.00
C -2.44057 -0.09113 -2.69630 0.00
C -2.59402 0.78344 -3.76136 0.00
C -1.81312 1.93999 -3.80412 0.00
C -0.93458 2.23561 -2.78332 0.00
C -0.80382 1.39975 -1.65179 0.00
C 0.05745 1.69066 -0.54738 0.01
H 0.60717 -3.09804 -3.63256 0.00
H 1.11033 -2.87952 -1.94640 0.00
H 0.29489 -1.57809 -2.78964 0.00
H -1.02973 -4.76641 -3.63264 0.00
H -3.18820 -5.70229 -2.88123 0.00
H -4.38343 -4.63182 -0.98836 0.00
H -3.44436 -2.65166 0.09400 0.00
H -0.92022 -2.62194 1.74215 0.00
H -2.07331 -2.81905 3.90915 0.00
H -3.81859 -1.15519 4.52089 0.00
H -4.40719 0.62579 2.93006 0.00
H -4.19548 1.75200 0.97963 0.00
H -3.90300 0.69780 -0.41452 0.00
H -2.61643 1.73628 0.17483 0.00
H -3.00641 -1.01650 -2.68624 0.00
H -3.28758 0.55541 -4.56280 0.00
H -1.89896 2.61578 -4.64908 0.00
H -0.32759 3.13327 -2.83175 0.00
H -0.39388 1.50455 0.42939 0.00
H 0.54808 2.66051 -0.58631 0.00
F 3.09779 -1.77842 1.42172 0.00
C 2.23488 -1.66085 0.32931 0.01
F 3.02973 -2.10421 -0.71995 0.00
F 1.37719 -2.74724 0.50438 0.00
S 0.62393 -0.34796 4.94754 0.02
C 0.71017 -0.24863 3.34068 0.03
N 0.76362 -0.17983 2.17085 0.00
```

Maximum force: 2.24 eV/A
LUMO level (alpha / beta): 4.5 / 4.5 eV
Multiplicity: 3
Charge: -2
DFT total energy: -96184.4288 eV

Which of these has the highest maximum force?
C35H30F3N4OPSTi

What is the formula in the first record?
C35H30BiBrF5N8O3S